A structure of composition C11H33AgO13 at a distorted geometry. Source: OMol25; level of theory: the ωB97M-V functional and the def2-TZVPD basis.

```
58
Properties=species:S:1:pos:R:3
H 1.3137 -4.8811 -2.4691
C 0.0647 -0.2507 0.6575
C -0.8294 3.8003 -1.9506
H -3.1727 2.2651 -1.9374
H -0.9693 2.3347 -0.6056
H 1.5736 2.1973 -3.5773
O 2.4273 -4.2521 0.6172
O 0.0454 0.6530 4.3793
H 2.1465 3.1610 5.3803
O 0.3523 0.7218 -2.7238
C 1.7438 -4.2104 -1.7253
O 0.3520 2.6794 6.3839
H 3.5956 -4.1841 -2.3644
H 1.0646 -3.4065 -1.4415
H -0.3280 4.7639 -1.8614
H 2.6583 -4.8605 1.3230
H -4.5726 -0.6487 -0.5646
H 2.6188 -5.8639 -0.6696
C 0.6712 1.9110 4.1460
H -1.8967 -1.7759 1.8829
H -1.6447 -1.8651 -0.2842
O -0.9537 0.5850 0.8486
H -4.6948 -0.0811 -2.1428
H 0.4889 -0.0435 3.8896
C -2.3600 3.9559 -2.3929
O -3.4617 0.9452 -0.6731
H 1.9967 1.5556 5.8477
C 2.8016 0.5894 -2.6398
O -2.3044 -2.4470 0.1002
H 1.5841 2.2009 -1.8824
H -0.4818 2.2318 6.2229
Ag 2.6423 -1.9107 -0.1806
O 2.8670 -3.5663 -2.2691
O -2.8754 2.6583 -2.7612
C 2.0136 -4.9872 -0.4392
O -0.7888 3.2774 -0.6213
C 1.5814 1.5136 -2.7284
H -3.0089 4.5186 -1.7218
H 3.7237 1.1098 -2.8990
O 2.9691 0.0932 -1.3399
H -0.2634 3.1328 -2.6004
H -2.9396 0.7364 0.1050
O 0.2066 -0.9141 -0.4185
H 2.7815 -0.2701 -3.3098
H -0.5779 0.6620 1.7286
C -3.9621 -0.1914 -1.3433
H -3.1441 -0.8105 -1.7116
H 0.3929 0.1634 -1.9440
C 1.3957 2.3741 5.4516
O 0.9655 -0.4743 1.4705
H 1.4158 1.9089 3.3500
H -3.1437 -3.0790 1.7413
H -2.3525 4.5782 -3.2878
H -1.3186 -3.4829 1.5167
H 1.0594 -5.4461 -0.1803
H -0.1518 2.5686 3.8660
C -2.1343 -2.7607 1.4809
H 2.8172 0.8172 -0.7280
```

Results
Orbital gap (spin up / spin down), eV: 9.1918 / 3.1163
<S²>: 0.7560
Net charge: +1
Spin multiplicity: 2
HOMO (spin up / spin down), eV: -11.7 / -11.7